No. 1
DFT (ωB97M-V/def2-TZVPD) results for a molecular structure, C12H30F2K2NO10S2 in a non-equilibrium geometry.

```
59
Properties=species:S:1:pos:R:3:forces:R:3
K -13.86385 18.87610 9.98691 0.097 0.006 -0.026
K -12.57218 22.59484 8.81814 -0.029 0.200 -0.159
N -11.40413 20.22626 9.11993 -1.146 1.776 7.058
S -10.45524 20.19943 10.54869 -1.521 4.074 3.403
O -9.85567 21.45970 10.94734 0.373 -1.321 -2.033
O -9.92927 18.95236 10.90131 0.940 -1.280 -0.339
F -11.68411 20.34664 11.51883 -1.861 -0.702 0.339
S -10.34550 19.66292 8.27448 3.662 -5.870 -9.842
O -10.27191 18.17215 8.15499 -0.195 3.734 0.845
O -9.14245 20.40969 8.00482 -0.135 -0.258 1.385
F -11.19443 20.08650 6.96098 -0.021 -0.433 -0.682
C -2.77726 20.91410 6.79398 1.258 -0.302 0.400
O -3.88756 21.15433 6.00591 -1.558 0.553 -0.004
C -5.18835 21.12280 6.68984 0.938 0.023 -0.190
C -6.15762 22.25110 6.29458 1.637 0.825 0.303
O -5.73611 23.57578 6.76245 -1.024 -1.127 0.244
C -4.50527 24.06585 6.29209 0.234 -0.630 0.150
H -1.89477 20.85521 6.15692 -0.155 -0.019 -0.344
H -2.77378 19.98243 7.35973 -0.489 -0.373 -0.022
H -2.50829 21.67666 7.52491 -0.496 0.550 0.159
H -5.02610 21.16205 7.76698 0.050 0.065 0.137
H -5.59419 20.14175 6.44298 -0.449 0.042 0.058
H -7.12149 22.06701 6.76909 0.074 -0.016 -0.024
H -6.27050 22.27115 5.21062 -0.043 0.050 -0.190
H -3.66567 23.52212 6.72516 0.100 -0.213 -0.082
H -4.37559 25.08756 6.64901 -0.406 0.128 -0.378
H -4.46774 23.94510 5.20945 0.258 0.406 -0.171
C -15.89396 18.92227 3.41123 0.988 0.145 -0.264
O -14.42960 19.19146 3.49114 -2.105 -1.714 -0.705
C -13.99644 20.34872 4.12396 0.369 0.679 0.098
C -12.45716 20.38434 4.09048 0.513 1.119 -0.198
O -11.96170 21.66644 4.56494 -0.818 -0.977 0.482
C -10.64927 21.99972 4.12500 -1.530 0.998 -0.429
H -16.05917 17.85372 3.27338 0.567 -0.152 0.701
H -16.41949 19.27160 2.52248 0.719 0.901 -0.419
H -16.49542 19.31177 4.23259 0.505 -0.087 0.470
H -14.35004 20.37910 5.15456 -0.104 0.204 0.218
H -14.35755 21.21063 3.56289 -0.059 0.427 0.215
H -12.13504 20.32438 3.05090 -0.079 -0.463 -0.193
H -11.98008 19.60672 4.68698 -0.219 -0.240 -0.083
H -10.39016 22.86412 4.73637 0.714 -0.523 0.432
H -10.79213 22.48302 3.15850 0.439 -0.401 -0.640
H -9.95134 21.16440 4.06818 0.067 0.145 0.359
C -6.45231 20.95436 12.55608 -0.086 2.093 -0.059
O -6.76163 19.74453 12.00031 0.806 -2.528 -1.650
C -6.41032 19.51228 10.54882 -1.841 0.878 1.352
C -5.78061 18.18641 10.16384 0.839 -1.089 1.830
O -6.39339 16.95584 10.65240 0.536 2.112 1.307
C -7.18580 16.18466 9.79015 0.590 1.134 -0.530
H -6.82467 21.03581 13.57726 -0.139 -0.501 0.003
H -6.91282 21.78518 12.02151 -0.535 0.183 -0.269
H -5.42110 21.30489 12.59884 0.739 -0.795 -0.105
H -5.77149 20.35089 10.27182 0.197 -0.163 -0.354
H -7.37207 19.60467 10.04424 -0.020 0.238 -0.164
H -4.80413 18.20395 10.64786 0.166 -0.315 0.274
H -5.49369 18.14957 9.11293 -0.708 0.066 -0.388
H -7.69024 16.88894 9.12862 -0.094 -0.468 -0.697
H -7.97678 15.64829 10.31433 0.387 -0.128 0.278
H -6.41441 15.55759 9.34312 -0.896 -0.665 -0.866
```
Forces are in eV/Å.

<S²>: 0.75
2S+1: 2
Energy relative to the best compared isomer or geometry (same formula, charge and spin) (eV): 0.590
Orbital gap (alpha / beta) (eV): 3.541 / 8.281

The molecule's Mulliken atomic charges, reported in e, are given here: K 0.27; K 0.45; N -0.43; S 1.29; O -0.60; O -0.50; F -0.24; S 1.04; O -0.65; O -0.55; F -0.13; C -0.77; O -0.37; C -0.38; C -0.37; O -0.39; C -0.46; H 0.26; H 0.30; H 0.32; H 0.35; H 0.40; H 0.19; H 0.30; H 0.09; H 0.27; H 0.28; C -0.75; O -0.34; C -0.35; C -0.34; O -0.35; C -0.82; H 0.28; H 0.29; H 0.29; H 0.22; H 0.28; H 0.35; H 0.28; H 0.26; H 0.38; H 0.33; C -0.81; O -0.37; C 0.35; C -0.79; O -0.40; C -0.51; H 0.29; H 0.32; H 0.34; H 0.40; H -0.32; H 0.38; H 0.40; H 0.18; H 0.20; H 0.32

***

No. 2
DFT (ωB97M-V/def2-TZVPD) results for a molecular structure, C12H30IN2O5P in a non-equilibrium geometry.

```
51
Properties=species:S:1:pos:R:3:forces:R:3
C -3.23580 -4.13724 3.63580 0.394 -0.330 -0.549
C -4.16516 -3.87692 2.34431 -0.253 -0.537 1.078
P -4.96793 -2.14290 2.31136 -0.543 -0.372 -1.515
C -6.80900 -2.48957 2.64008 -0.405 -0.859 0.643
O -4.24863 -1.23833 3.61296 1.372 0.089 -2.542
C -3.17857 -0.45754 3.09568 1.914 2.782 3.463
O -2.61200 0.31579 3.90074 -2.176 -2.804 -2.901
O -2.72094 -0.47558 1.75227 -0.830 -1.275 1.955
I -1.24782 -1.86666 1.50301 -0.465 0.685 -0.181
H -2.54671 -5.02317 3.37495 -0.944 1.373 0.584
H -3.83143 -4.40954 4.57218 0.665 0.453 -1.428
H -2.58859 -3.22536 3.87722 -0.913 -1.400 -0.310
H -3.60442 -3.97332 1.34935 -0.668 0.124 1.622
H -4.99990 -4.66369 2.36176 1.103 1.121 -0.183
H -7.33434 -2.38876 1.62009 0.923 0.043 1.594
H -6.96399 -3.57940 2.98531 0.175 1.704 -0.357
H -7.29136 -1.79133 3.39820 0.657 -0.814 -1.053
C 1.87996 -0.87984 -0.78561 0.125 0.126 0.236
C 2.50263 -2.15878 -1.33629 -0.272 0.258 -0.260
C 3.33771 -1.93735 -2.61351 0.040 -0.327 -0.011
O 2.56687 -1.74649 -3.79528 0.293 0.192 0.279
C 2.07186 -0.42854 -3.96715 -0.214 -0.206 -0.233
N 1.44032 -3.15130 -1.55092 0.162 -0.118 -0.136
H 1.00423 -0.55930 -1.35333 0.067 -0.062 -0.031
H 1.54834 -1.03506 0.24531 0.038 -0.019 -0.128
H 2.60337 -0.05991 -0.78137 -0.086 -0.001 -0.014
H 3.18017 -2.54453 -0.56670 0.035 -0.054 -0.131
H 3.92533 -2.84436 -2.79158 -0.110 0.025 -0.076
H 4.05937 -1.12135 -2.48637 -0.115 0.120 0.039
H 2.76910 0.32595 -3.59224 -0.022 -0.031 0.101
H 1.10002 -0.32557 -3.48015 0.044 0.229 0.075
H 1.92187 -0.26066 -5.03594 0.085 -0.093 0.051
H 1.86867 -4.03470 -1.82119 -0.070 0.014 0.134
H 0.92579 -2.86841 -2.38580 -0.002 0.012 0.194
C 1.31648 5.66259 -0.40896 -0.164 0.232 -0.037
C 2.28164 4.96745 -1.36556 -0.020 -0.166 0.410
C 1.97160 3.47113 -1.57502 0.252 -0.012 -0.161
O 2.36329 2.63094 -0.49418 -0.332 0.129 -0.282
C 1.44833 2.60217 0.59022 0.307 -0.134 0.174
N 3.65537 5.17171 -0.88830 0.020 -0.278 -0.155
H 1.52127 5.42999 0.63752 0.036 -0.066 -0.096
H 1.39763 6.74830 -0.51277 0.057 -0.132 0.002
H 0.28106 5.38505 -0.62498 0.051 -0.001 0.031
H 2.18116 5.46038 -2.33872 0.056 -0.131 -0.013
H 2.55182 3.12618 -2.43791 0.047 -0.023 0.111
H 0.91630 3.30979 -1.82739 -0.072 0.053 0.140
H 0.41014 2.68314 0.25667 0.023 0.079 -0.021
H 1.68464 3.39616 1.30117 -0.231 0.038 0.043
H 1.57098 1.64989 1.11107 0.019 0.016 -0.128
H 4.30063 4.79541 -1.58031 -0.011 0.158 0.020
H 3.78864 4.56342 -0.07967 -0.044 0.186 -0.050
```
Forces are in eV/Å.

Orbital gap (eV): 6.939

The molecule's Mulliken atomic charges, reported in e, are given here: C -0.84; C -0.60; P 0.34; C -0.91; O -0.31; C 0.74; O -0.53; O -0.46; I 0.31; H 0.26; H 0.29; H 0.20; H 0.30; H 0.38; H 0.30; H 0.27; H 0.30; C -1.22; C 0.30; C -0.71; O -0.42; C -0.65; N -0.64; H 0.19; H 0.28; H 0.31; H 0.37; H 0.36; H 0.38; H 0.27; H 0.23; H 0.32; H 0.27; H 0.30; C -1.41; C 0.31; C -0.64; O -0.35; C -0.75; N -0.75; H 0.28; H 0.35; H 0.34; H 0.44; H 0.30; H 0.41; H 0.33; H 0.26; H 0.28; H 0.28; H 0.34

***

No. 3
DFT (ωB97M-V/def2-TZVPD) results for a molecular structure, C12H30N4SSr in a non-equilibrium geometry.

```
48
Properties=species:S:1:pos:R:3:forces:R:3
Sr -0.41016 0.27597 0.38184 6.416 0.812 -6.808
C -1.26510 -0.64296 2.40251 -0.093 -1.169 0.686
C -1.45519 -1.99640 1.63455 0.003 0.649 -0.280
N -1.58152 -1.66588 0.15272 -1.853 -0.853 1.048
C -2.86921 -0.89598 -0.18440 0.082 0.156 0.578
C -3.32042 0.41215 0.63581 0.269 -0.212 -0.659
S -2.25883 1.99002 0.63217 -2.184 1.309 1.162
C -1.54035 2.04906 2.39222 0.466 -0.187 -0.086
C -0.10160 1.44294 2.77478 -0.547 -0.015 -0.080
N 0.11141 -0.06365 2.52764 -1.278 0.310 1.974
H -1.72774 0.06741 1.72693 -1.342 -0.771 2.349
H -1.83212 -0.63563 3.32874 0.060 -0.041 0.105
H -0.62615 -2.68452 1.79489 0.044 0.017 -0.165
H -2.35993 -2.47554 2.00831 -0.050 0.024 0.028
H -1.60977 -2.53066 -0.37322 0.036 0.001 -0.105
H -2.80810 -0.61302 -1.23666 0.125 -0.065 -0.016
H -3.73221 -1.55466 -0.08130 -0.011 -0.049 0.028
H -4.23834 0.73421 0.14742 0.085 0.057 -0.223
H -3.62248 0.18644 1.65503 0.109 0.031 0.087
H -1.47865 3.11451 2.60747 0.131 0.066 -0.190
H -2.32219 1.67424 3.04632 -0.002 -0.116 0.005
H 0.67875 2.01777 2.25368 -0.057 -0.252 0.047
H 0.00527 1.67232 3.83312 -0.001 -0.018 0.040
H 0.60350 -0.50560 3.29525 0.149 0.201 0.011
C -0.45138 1.04501 -3.07067 -0.133 0.014 -0.014
N 0.38221 0.06459 -2.35729 -0.525 0.217 -0.097
C 0.05934 -1.27544 -2.85981 -0.053 -0.116 0.018
C 1.79484 0.38258 -2.60563 -0.057 -0.031 -0.004
C 2.69089 -0.33675 -1.63409 0.005 0.077 0.044
N 2.39243 0.05809 -0.24967 0.022 -0.190 0.504
C 3.04247 1.33479 0.07062 -0.058 0.131 0.040
C 2.91556 -0.97721 0.65393 0.063 -0.003 0.145
H -0.24391 1.07259 -4.14632 0.025 -0.047 -0.004
H -0.28457 2.04867 -2.67618 0.042 0.002 0.019
H -1.50935 0.79614 -2.95071 0.026 0.011 0.000
H 0.34685 -1.40318 -3.90983 -0.002 0.045 -0.011
H -1.01782 -1.44208 -2.79240 0.026 -0.004 0.001
H 0.55875 -2.04952 -2.27754 0.036 0.021 0.011
H 1.92107 1.46176 -2.50526 0.019 0.006 -0.028
H 2.07640 0.11529 -3.63165 -0.025 0.064 -0.026
H 3.73823 -0.12425 -1.87940 0.026 -0.063 0.034
H 2.55589 -1.41520 -1.72002 0.006 -0.002 -0.013
H 4.11624 1.31981 -0.14758 0.011 -0.042 0.015
H 2.92578 1.55019 1.13473 -0.006 0.003 -0.015
H 2.59915 2.15656 -0.49303 0.002 -0.013 -0.050
H 3.98377 -1.16789 0.50060 0.010 0.040 -0.039
H 2.38577 -1.91938 0.50016 -0.017 0.003 -0.041
H 2.78251 -0.66769 1.69122 0.002 -0.009 -0.025
```
Forces are in eV/Å.

Total charge: +2
Energy relative to the best compared isomer or geometry (same formula, charge and spin) (eV): 1.600
Orbital gap (eV): 9.706

The molecule's Mulliken atomic charges, reported in e, are given here: Sr 2.15; C 1.10; C -0.50; N -0.71; C -0.68; C -0.31; S 0.00; C -0.35; C -0.78; N -0.59; H -2.97; H 0.55; H 0.39; H 0.42; H 0.29; H 0.29; H 0.56; H 0.57; H 0.32; H 0.52; H 0.35; H 0.18; H 0.58; H 0.39; C -1.15; N 0.70; C -1.25; C -1.04; C -1.08; N 0.67; C -1.31; C -1.16; H 0.38; H 0.37; H 0.33; H 0.35; H 0.36; H 0.30; H 0.42; H 0.36; H 0.38; H 0.46; H 0.35; H 0.39; H 0.34; H 0.41; H 0.36; H 0.25

***

No. 4
DFT (ωB97M-V/def2-TZVPD) results for a molecular structure, C12H31BrF3N6NbO9PS in a non-equilibrium geometry.

```
65
Properties=species:S:1:pos:R:3:forces:R:3
C 5.09587 1.57661 0.43338 0.060 -0.021 0.028
C 3.94529 1.61275 1.44189 0.101 -0.064 0.281
C 2.54442 1.82346 0.85324 0.250 0.114 -0.408
Br 2.52280 3.66222 0.12751 -0.075 0.089 0.031
Nb 1.66984 0.16976 -0.43819 1.178 -0.932 1.237
N 2.90429 -1.23507 0.31863 -0.379 1.251 0.486
C 0.10823 1.61018 -1.23781 -0.897 0.164 0.128
C -1.02162 1.91413 -0.32943 0.223 0.686 0.176
O -1.04966 2.87081 0.44009 0.145 -0.518 -0.386
N -2.17828 1.04398 -0.42941 -0.054 -0.098 0.024
C -3.35571 1.84372 -0.76392 -0.174 0.092 -0.078
C -2.40779 0.25595 0.78678 0.091 -0.015 -0.044
P 3.09138 0.69639 -2.58863 -0.335 -0.274 -0.532
S 4.45454 -0.73273 -2.89383 0.001 0.076 0.210
C 0.58287 -1.43393 -1.81977 -0.378 -0.149 -0.449
F 0.98256 -2.73441 -1.53664 -0.001 0.202 0.035
F 0.76752 -1.32324 -3.17344 0.090 0.017 0.075
F -0.79260 -1.50570 -1.70529 0.277 0.074 0.213
H 6.05668 1.74281 0.93844 -0.195 -0.062 -0.094
H 4.98058 2.36267 -0.32017 0.036 -0.092 0.128
H 5.16257 0.61462 -0.08870 -0.089 0.168 0.012
H 3.92123 0.66053 1.99385 0.028 0.195 -0.042
H 4.14319 2.39688 2.18960 -0.045 -0.113 -0.163
H 1.83475 1.87806 1.69828 -0.058 -0.063 -0.271
H 0.41970 -0.29626 0.79436 -0.211 -0.163 -0.586
H 2.98063 -1.34529 1.32566 0.047 -0.424 -0.087
H 3.81628 -1.32353 -0.12970 -0.113 -0.234 -0.111
H -0.28801 1.09982 -2.12780 0.133 -0.009 0.204
H 0.60587 2.54175 -1.52959 0.100 -0.141 0.169
H -4.13687 1.17968 -1.15688 0.156 0.129 0.124
H -3.09859 2.56737 -1.54633 -0.043 -0.141 0.088
H -3.76981 2.40228 0.09258 0.136 -0.065 -0.111
H -3.47075 -0.00163 0.83520 0.171 -0.027 0.005
H -1.82179 -0.66558 0.75562 -0.094 0.125 0.012
H -2.13701 0.80782 1.70059 -0.148 -0.009 -0.119
H 2.27523 0.89853 -3.71308 0.021 0.103 -0.123
H 3.65563 1.98104 -2.48190 0.015 0.112 0.028
C -0.71263 5.99476 -0.77967 -0.008 -0.064 0.066
N 0.44457 6.32555 -1.64729 0.198 -0.131 -0.165
O 1.10625 7.30734 -1.37592 -0.002 0.124 0.076
O 0.67048 5.58098 -2.57957 -0.118 0.036 0.036
H -0.77918 6.75217 -0.00825 -0.004 -0.004 -0.008
H -1.59244 5.98005 -1.41706 0.004 -0.040 0.011
H -0.53364 5.00322 -0.36651 -0.037 -0.081 0.031
C -1.54147 -3.95522 0.65651 0.004 -0.097 -0.014
N -2.99752 -3.76609 0.88648 -0.012 0.138 -0.002
O -3.77988 -4.52536 0.35240 0.011 -0.082 -0.040
O -3.32419 -2.83670 1.59804 0.029 -0.031 0.090
H -1.41374 -4.81187 0.00692 0.017 0.007 -0.003
H -1.16991 -3.04428 0.19975 0.045 0.086 -0.064
H -1.08045 -4.10274 1.62928 0.003 0.019 -0.010
C -6.54654 -2.20040 1.39117 -0.043 -0.074 0.049
N -6.72206 -0.73178 1.54329 0.010 0.023 -0.056
O -7.01074 -0.29990 2.63982 -0.020 -0.004 0.088
O -6.56942 -0.05478 0.54837 0.010 0.011 -0.051
H -6.71554 -2.66040 2.35689 -0.002 0.009 0.008
H -7.27043 -2.53161 0.65256 0.019 0.014 -0.033
H -5.53565 -2.38300 1.04220 0.001 0.033 -0.010
C 3.42164 -4.82944 0.20653 0.077 0.082 -0.120
N 3.47874 -5.10293 1.66610 -0.047 -0.012 -0.008
O 4.54064 -4.97248 2.23698 0.076 0.024 0.012
O 2.44241 -5.44338 2.20001 -0.071 -0.023 0.028
H 4.40945 -4.53940 -0.12974 0.015 -0.002 0.035
H 3.08327 -5.74017 -0.27794 -0.054 0.005 0.014
H 2.70455 -4.02857 0.05345 -0.071 0.053 -0.050
```
Forces are in eV/Å.

Total charge: -1
Orbital gap (eV): 6.244

The molecule's Mulliken atomic charges, reported in e, are given here: C -0.94; C -0.51; C -0.33; Br -0.17; Nb -0.46; N -0.59; C -0.71; C 0.09; O -0.73; N 0.43; C -0.95; C -0.33; P 0.13; S -0.46; C 0.59; F -0.22; F -0.31; F -0.21; H 0.35; H 0.22; H 0.15; H 0.31; H 0.39; H 0.52; H 0.24; H 0.22; H 0.17; H 0.57; H 0.34; H 0.31; H 0.36; H 0.34; H 0.19; H -0.25; H 0.31; H 0.05; H 0.02; C -0.52; N 0.94; O -0.57; O -0.52; H 0.28; H 0.29; H 0.13; C -0.56; N 0.98; O -0.57; O -0.53; H 0.31; H -0.05; H 0.31; C -0.59; N 0.91; O -0.56; O -0.51; H 0.28; H 0.28; H 0.18; C -0.45; N 0.93; O -0.55; O -0.55; H 0.30; H 0.27; H 0.03